(1)
ORCA calculation (the ωB97M-V functional and the def2-TZVPD basis) on a cluster of 11 separate species, C58H149N11O18 in total in a non-equilibrium geometry.

```
! wB97M-V def2-TZVPD RIJCOSX def2/J DEFGRID3
* xyz 0 1
C -1.19 -28.66 -22.29
C -1.41 -29.16 -20.88
C -1.16 -28.16 -19.74
O -1.30 -28.86 -18.57
C -0.84 -28.17 -17.41
N -2.76 -29.60 -20.79
H -1.58 -27.64 -22.35
H -1.71 -29.22 -23.07
H -0.13 -28.50 -22.50
H -0.87 -30.10 -20.81
H -1.94 -27.40 -19.71
H -0.27 -27.55 -19.89
H -0.91 -28.81 -16.52
H -1.38 -27.24 -17.25
H 0.16 -27.76 -17.46
H -3.31 -28.76 -20.84
H -2.91 -29.86 -19.83
C 1.46 -18.73 -16.35
C 1.29 -17.92 -15.01
C 2.46 -16.93 -14.75
O 3.75 -17.60 -14.74
C 4.78 -16.77 -14.42
N 0.14 -17.13 -15.25
H 1.75 -18.12 -17.20
H 0.58 -19.31 -16.62
H 2.24 -19.49 -16.26
H 1.12 -18.70 -14.27
H 2.22 -16.47 -13.78
H 2.48 -16.11 -15.46
H 5.75 -17.26 -14.45
H 4.73 -16.34 -13.42
H 4.78 -15.90 -15.09
H -0.07 -16.51 -14.48
H 0.40 -16.46 -15.95
C 2.30 -27.02 -14.67
C 2.59 -25.58 -15.24
C 2.79 -25.63 -16.80
O 3.99 -26.31 -17.00
C 4.17 -26.43 -18.39
N 1.39 -24.79 -15.04
H 2.28 -26.90 -13.59
H 3.10 -27.76 -14.78
H 1.36 -27.47 -14.98
H 3.52 -25.27 -14.78
H 2.81 -24.59 -17.14
H 1.92 -26.04 -17.31
H 4.27 -25.46 -18.87
H 3.37 -26.97 -18.89
H 5.13 -26.90 -18.60
H 1.28 -24.74 -14.04
H 1.50 -23.85 -15.39
C 1.58 -22.64 -10.44
C 1.19 -22.76 -11.91
C 0.28 -21.55 -12.39
O -1.01 -21.51 -11.68
C -2.03 -20.80 -12.27
N 2.42 -22.87 -12.67
H 2.16 -21.72 -10.32
H 2.15 -23.48 -10.04
H 0.64 -22.67 -9.88
H 0.57 -23.64 -12.07
H 0.05 -21.63 -13.45
H 0.77 -20.58 -12.36
H -1.62 -19.81 -12.46
H -2.93 -20.59 -11.69
H -2.32 -21.20 -13.24
H 2.99 -22.04 -12.72
H 3.01 -23.49 -12.15
C -8.01 -26.85 -15.36
O -6.83 -27.53 -15.69
C -5.85 -27.63 -14.67
C -4.53 -28.42 -15.10
N -4.75 -29.82 -15.42
C -3.53 -30.49 -15.86
C -3.80 -31.91 -16.48
O -4.32 -31.78 -17.86
C -4.17 -32.96 -18.65
H -8.65 -27.56 -14.84
H -8.52 -26.59 -16.29
H -7.89 -25.93 -14.79
H -6.38 -28.12 -13.86
H -5.58 -26.60 -14.44
H -3.84 -28.43 -14.25
H -4.06 -27.88 -15.92
H -5.56 -29.95 -16.00
H -2.92 -30.71 -14.99
H -2.93 -29.88 -16.54
H -4.49 -32.40 -15.79
H -2.87 -32.49 -16.50
H -4.70 -32.81 -19.59
H -4.63 -33.78 -18.10
H -3.11 -33.18 -18.76
C -0.83 -27.05 -10.57
O -0.40 -26.92 -9.24
C -0.38 -25.56 -8.84
C -0.12 -25.41 -7.32
N -1.30 -25.68 -6.53
C -0.92 -25.60 -5.10
C -2.20 -25.63 -4.19
O -3.01 -26.76 -4.47
C -3.91 -27.15 -3.46
H -0.29 -26.43 -11.29
H -1.88 -26.79 -10.70
H -0.69 -28.08 -10.92
H -1.38 -25.21 -9.08
H 0.43 -25.04 -9.35
H 0.14 -24.36 -7.15
H 0.74 -26.01 -7.02
H -1.67 -26.61 -6.69
H -0.45 -24.66 -4.82
H -0.28 -26.41 -4.73
H -2.76 -24.70 -4.31
H -1.84 -25.54 -3.16
H -4.71 -26.41 -3.36
H -3.50 -27.35 -2.47
H -4.43 -28.05 -3.79
C -0.72 -19.45 -20.22
O -1.96 -18.96 -20.73
C -2.13 -17.57 -20.46
C -3.65 -17.37 -20.77
N -4.52 -18.13 -19.84
C -5.87 -18.20 -20.30
C -6.75 -19.19 -19.50
O -6.50 -20.54 -19.97
C -6.95 -21.53 -19.02
H -0.55 -19.22 -19.16
H 0.13 -19.09 -20.79
H -0.75 -20.54 -20.14
H -1.51 -16.99 -21.14
H -1.90 -17.26 -19.44
H -3.79 -17.73 -21.79
H -3.94 -16.32 -20.70
H -4.18 -19.08 -19.90
H -5.78 -18.41 -21.37
H -6.27 -17.19 -20.31
H -7.77 -18.96 -19.81
H -6.68 -19.10 -18.41
H -6.72 -22.49 -19.51
H -8.03 -21.53 -18.87
H -6.34 -21.47 -18.12
C 4.36 -19.68 -12.34
O 4.45 -20.97 -12.89
C 4.40 -20.83 -14.33
C 5.09 -22.15 -14.80
N 5.71 -22.07 -16.09
C 5.86 -23.27 -16.85
C 6.10 -23.08 -18.36
O 4.94 -22.26 -18.87
C 4.96 -21.99 -20.26
H 5.13 -18.95 -12.61
H 4.52 -19.74 -11.26
H 3.37 -19.22 -12.41
H 4.94 -19.97 -14.73
H 3.37 -20.67 -14.65
H 4.34 -22.93 -14.76
H 5.81 -22.48 -14.05
H 5.27 -21.35 -16.65
H 4.99 -23.92 -16.74
H 6.65 -23.85 -16.38
H 6.07 -24.04 -18.88
H 7.03 -22.56 -18.59
H 5.91 -21.59 -20.60
H 4.29 -21.15 -20.43
H 4.60 -22.82 -20.87
C 3.11 -24.60 -27.58
O 2.83 -24.69 -26.15
C 3.89 -24.27 -25.33
C 3.50 -24.20 -23.89
N 2.40 -23.21 -23.72
C 1.83 -23.51 -22.39
C 0.65 -22.52 -22.15
O -0.02 -22.78 -20.90
C -0.84 -23.97 -20.86
H 3.76 -25.42 -27.90
H 3.41 -23.66 -28.03
H 2.12 -24.78 -28.00
H 4.25 -23.29 -25.65
H 4.73 -24.96 -25.40
H 4.43 -23.98 -23.38
H 3.09 -25.19 -23.70
H 1.67 -23.25 -24.42
H 2.58 -23.50 -21.60
H 1.46 -24.53 -22.41
H -0.11 -22.59 -22.93
H 1.05 -21.51 -22.22
H -1.45 -24.06 -21.76
H -1.50 -23.74 -20.03
H -0.27 -24.87 -20.68
C -5.91 -24.00 -16.73
O -6.73 -23.00 -16.19
C -6.10 -22.10 -15.33
C -5.88 -22.77 -13.96
N -7.13 -23.21 -13.36
C -6.95 -23.74 -12.02
C -8.22 -24.42 -11.56
O -8.63 -25.46 -12.42
C -9.74 -26.20 -11.98
H -5.33 -24.45 -15.92
H -5.26 -23.67 -17.54
H -6.61 -24.66 -17.24
H -6.78 -21.27 -15.16
H -5.14 -21.71 -15.65
H -5.56 -21.94 -13.33
H -5.15 -23.58 -14.07
H -7.48 -24.02 -13.85
H -6.62 -22.94 -11.37
H -6.16 -24.48 -11.96
H -9.06 -23.72 -11.52
H -7.95 -24.76 -10.56
H -10.64 -25.59 -12.02
H -9.61 -26.58 -10.96
H -9.95 -26.99 -12.70
C 1.68 -22.24 -17.76
O 0.99 -22.21 -16.51
C -0.41 -22.01 -16.59
C -1.30 -23.18 -17.17
N -1.34 -24.39 -16.33
C -2.19 -24.19 -15.16
C -2.38 -25.52 -14.36
O -3.29 -25.38 -13.24
C -2.90 -24.51 -12.15
H 2.76 -22.41 -17.65
H 1.51 -21.28 -18.24
H 1.35 -23.07 -18.39
H -0.77 -21.16 -17.16
H -0.78 -21.72 -15.61
H -0.90 -23.51 -18.13
H -2.33 -22.84 -17.20
H -0.40 -24.57 -16.01
H -3.17 -23.73 -15.29
H -1.74 -23.47 -14.49
H -1.44 -25.89 -13.95
H -2.77 -26.29 -15.02
H -3.51 -24.76 -11.29
H -3.10 -23.49 -12.48
H -1.86 -24.62 -11.83
*
```

Computed properties:
- energy above the lowest of the compared OMol25 structures with the same formula, charge and spin (eV) = 3.647
- structure (SMILES) = COC[C@H](C)N.COC[C@H](C)N.COC[C@H](C)N.COC[C@H](C)N.COCCNCCOC.COCCNCCOC.COCCNCCOC.COCCNCCOC.COCCNCCOC.COCCNCCOC.COCCNCCOC
- HOMO level (eV) = -8.255
- HOMO-LUMO gap (Eh) = 0.3222

These are the Löwdin partial charges, in e, on atoms 1 to 6: atom 1 (C): -0.065, atom 2 (C): -0.454, atom 3 (C): -0.233, atom 4 (O): -0.179, atom 5 (C): -0.091, atom 6 (N): 0.035



(2)
ORCA calculation (the ωB97M-V functional and the def2-TZVPD basis) on a structure of composition C21H33Cl2N4O3PdS in a non-equilibrium geometry.

```
! wB97M-V def2-TZVPD RIJCOSX def2/J DEFGRID3
* xyz -1 3
O -0.07 0.80 -2.31
C -1.02 1.44 -2.75
C -0.63 2.00 -4.11
C 0.55 2.76 -4.43
H 1.20 3.11 -3.61
C 0.84 3.04 -5.79
H 1.73 3.63 -6.07
C -0.02 2.59 -6.81
H 0.21 2.74 -7.87
C -1.18 1.88 -6.47
H -1.88 1.55 -7.24
C -1.50 1.64 -5.14
H -2.42 1.13 -4.84
H -2.98 1.48 -3.37
C -2.59 3.29 -1.87
C -2.64 1.77 -2.32
H -3.34 3.61 -1.10
H -2.60 4.04 -2.69
H -1.63 3.46 -1.34
C -3.27 0.87 -1.38
C -3.58 1.30 -0.01
H -3.65 -0.10 -1.77
H -4.49 1.97 -0.03
H -2.79 1.74 0.64
H -3.87 0.40 0.55
Pd 0.76 -0.07 -0.59
Cl 1.89 2.02 -0.41
Cl -0.66 -1.82 -1.22
H 4.41 0.42 -3.73
H 5.81 1.67 -2.01
C 3.67 0.43 -2.91
C 5.11 1.36 -1.21
N 4.31 0.22 -1.63
H 2.93 -0.34 -3.08
C 3.87 -0.72 -0.76
O 3.04 -1.60 -1.04
H 5.70 1.14 -0.30
H 4.34 -0.65 0.24
H 3.18 1.42 -2.91
H 4.43 2.21 -1.00
H -1.47 -6.45 1.03
H -0.33 -6.08 -1.77
C -1.89 -5.52 0.67
C -0.94 -5.19 -1.57
N -0.97 -4.82 -0.17
H -2.20 -4.94 1.53
C -0.01 -4.06 0.41
O 0.16 -3.88 1.61
H -0.60 -4.39 -2.22
H 0.64 -3.51 -0.28
H -2.76 -5.78 0.09
H -1.95 -5.47 -1.90
C -0.89 -0.64 4.32
N -0.56 0.65 3.68
C -0.66 1.93 4.21
C -0.33 2.82 3.23
N 0.08 2.07 2.15
C -0.06 0.75 2.41
S 0.43 -0.68 1.64
H -1.74 -1.16 3.84
H -0.02 -1.31 4.27
H -1.16 -0.42 5.36
H -0.91 2.07 5.24
H -0.41 3.89 3.18
H 0.60 2.40 1.32
*
```

Computed properties:
- energy above the lowest of the compared OMol25 structures with the same formula, charge and spin (eV) = 0.000
- HOMO level (alpha / beta) (eV) = -2.403 / -3.461
- HOMO-LUMO gap (alpha / beta) (Eh) = 0.1908 / 0.2287

These are the Löwdin partial charges, in e, on atoms 1 to 6: atom 1 (O): -0.151, atom 2 (C): -0.236, atom 3 (C): -0.144, atom 4 (C): -0.002, atom 5 (H): 0.108, atom 6 (C): -0.087



(3)
ORCA calculation (the ωB97M-V functional and the def2-TZVPD basis) on a structure of composition C19H22BF5IrN4S5Se2 in a non-equilibrium geometry.

```
! wB97M-V def2-TZVPD RIJCOSX def2/J DEFGRID3
* xyz 0 2
Ir 0.41 -0.96 -0.70
S -1.12 -5.10 -1.57
C -0.69 -3.58 -1.21
S 0.62 -3.17 -0.19
S -1.41 -2.14 -1.76
C 1.70 2.69 -1.65
N 1.70 2.65 -0.19
C 1.40 3.69 0.65
C 1.55 3.23 1.91
N 1.97 1.92 1.84
B 2.38 1.08 3.09
N 1.79 -0.38 3.09
C 2.37 -1.33 3.92
C 1.59 -2.42 3.93
N 0.52 -2.16 3.10
C -0.64 -3.03 2.94
C 0.68 -0.92 2.58
S -0.42 -0.20 1.45
C 2.04 1.57 0.55
S 2.56 0.06 -0.09
H 1.13 3.55 -1.98
H 1.24 1.79 -2.04
H 2.72 2.74 -2.03
H 1.12 4.67 0.29
H 1.42 3.73 2.86
H 1.95 1.66 4.06
H 3.59 0.95 3.11
H 3.30 -1.12 4.43
H 1.68 -3.36 4.46
H -0.33 -4.00 2.56
H -1.33 -2.57 2.23
H -1.13 -3.15 3.90
C -2.11 2.67 0.00
Se -1.57 1.39 -1.35
C -3.36 0.72 -1.75
C -4.31 0.37 -0.62
Se -3.84 -1.05 0.64
C -4.37 -0.09 2.25
H -2.96 3.23 -0.39
H -1.27 3.34 0.15
H -2.35 2.18 0.94
H -3.19 -0.12 -2.43
H -3.83 1.52 -2.33
H -5.26 0.08 -1.07
H -4.48 1.24 0.01
H -5.30 0.45 2.07
H -3.58 0.60 2.54
H -4.53 -0.82 3.03
F 2.94 -2.41 -1.79
C 2.37 -1.75 -2.80
C 1.22 -0.98 -2.60
C 0.75 -0.34 -3.74
F -0.37 0.40 -3.70
C 1.38 -0.41 -4.97
F 0.89 0.26 -6.02
C 2.52 -1.17 -5.12
F 3.14 -1.24 -6.29
C 3.01 -1.86 -4.02
F 4.10 -2.61 -4.16
*
```

Computed properties:
- energy above the lowest of the compared OMol25 structures with the same formula, charge and spin (eV) = 0.000
- HOMO level (alpha / beta) (eV) = -7.960 / -7.979
- HOMO-LUMO gap (alpha / beta) (Eh) = 0.2543 / 0.1984

These are the Löwdin partial charges, in e, on atoms 1 to 6: atom 1 (Ir): 0.534, atom 2 (S): 0.614, atom 3 (C): -1.785, atom 4 (S): 0.614, atom 5 (S): 0.548, atom 6 (C): -0.030